1.
Formula: C55H131N9O11
Source: OMol25
Level of theory: ωB97M-V with the def2-TZVPD basis set

Output
Kohn-Sham gap   8.085 eV
SMILES   CC1(C)CCCC(C)(C)N1O.CC1(C)CCCC(C)(C)N1O.CC1(C)CCCC(C)(C)N1O.COC[C@H](C)N.COC[C@H](C)N.COC[C@H](C)N.COC[C@H](C)N.COCCNCCOC.COCCNCCOC
Relative energy (zero: lowest compared OMol25 entry of this formula, charge and spin)   3.366 eV

Last column: Mulliken charge in e.
Atoms and positions in Å:
C 2.00050 -7.84159 5.63939  -1.913
C 1.10368 -7.31900 4.47445  1.456
C 1.29293 -8.13936 3.19595  -1.594
C -0.36648 -7.47523 4.93771  -1.421
C -1.39806 -6.68489 4.07465  -0.554
C -1.05601 -5.17328 4.30150  -1.328
C 0.38336 -4.78831 3.84238  1.684
C 0.35493 -4.59166 2.31742  -1.167
C 0.75357 -3.42310 4.50466  -1.857
N 1.36151 -5.82745 4.22560  0.494
O 2.68103 -5.43855 3.94073  -0.466
H 1.73186 -7.57781 6.66230  0.399
H 2.00461 -8.91878 5.80593  0.408
H 3.05167 -7.61058 5.46677  0.388
H 0.58462 -7.85734 2.41693  0.321
H 2.30889 -8.22073 2.80958  0.296
H 1.11869 -9.17125 3.50079  0.450
H -0.66895 -8.52153 4.89453  0.490
H -0.43082 -7.28378 6.00884  0.448
H -1.17530 -6.87992 3.02563  0.169
H -2.43714 -6.91159 4.31346  0.436
H -1.18591 -5.05507 5.37725  0.422
H -1.77725 -4.57937 3.74009  0.466
H 0.60228 -5.54465 1.84976  0.072
H 1.19349 -3.94285 2.06451  0.162
H -0.59036 -4.26404 1.88478  0.231
H 1.72309 -2.96923 4.29937  0.493
H 0.61531 -3.37001 5.58456  0.457
H 0.03581 -2.68483 4.14706  0.217
H 3.02080 -5.13780 4.78672  0.320
C 3.11657 7.49360 -3.44920  -2.396
C 2.33861 6.15143 -3.42685  1.713
C 2.70951 5.36673 -2.19038  -1.708
C 0.85259 6.58041 -3.45699  -1.788
C -0.12421 5.44407 -3.77908  1.293
C 0.30515 4.88849 -5.15113  -1.769
C 1.78877 4.39399 -5.24977  1.692
C 1.89578 3.00869 -4.70110  -1.282
C 2.14211 4.15574 -6.78609  -2.125
N 2.66951 5.48345 -4.69537  0.456
O 3.94947 5.24487 -4.93100  -0.468
H 3.03912 8.11106 -4.34410  0.483
H 2.95831 8.17572 -2.61388  0.353
H 4.18623 7.28434 -3.43817  0.492
H 1.97617 4.57902 -2.01765  0.254
H 3.71249 4.95301 -2.29507  0.556
H 2.78774 6.07592 -1.36636  0.631
H 0.64584 6.92208 -2.44279  0.496
H 0.71723 7.43381 -4.12143  0.402
H -0.08153 4.63514 -3.04977  -0.924
H -1.16157 5.75389 -3.65263  0.319
H 0.20848 5.63045 -5.94375  0.389
H -0.43139 4.12266 -5.39430  0.517
H 2.93061 2.66633 -4.70319  0.506
H 1.29749 2.23792 -5.18696  0.601
H 1.60367 3.02370 -3.65108  -0.259
H 1.58175 3.36889 -7.29101  0.362
H 3.16808 3.78767 -6.79068  0.464
H 2.10212 5.04626 -7.41338  0.432
H 4.12874 5.99264 -5.50572  0.381
C -1.21106 -1.00182 1.73636  -1.802
C -1.60526 -0.38892 0.35957  2.569
C -1.62886 -1.47930 -0.71517  -1.317
C -3.06847 0.20347 0.47631  -1.196
C -3.43608 1.26041 -0.49833  -1.071
C -2.36107 2.35695 -0.59143  -1.091
C -0.98906 1.84242 -0.90412  1.540
C -0.84098 1.45582 -2.34556  0.388
C -0.02507 3.05806 -0.58917  -1.404
N -0.69651 0.73071 0.02613  0.418
O 0.59317 0.32006 -0.03373  0.774
H -1.02542 -0.14625 2.38570  0.440
H -2.12073 -1.48619 2.09130  0.536
H -0.31492 -1.61632 1.65020  -0.293
H -2.21548 -2.35264 -0.43012  0.475
H -1.99050 -1.16653 -1.69472  0.126
H -0.62926 -1.83112 -0.97031  -0.449
H -3.78078 -0.61930 0.41525  0.635
H -3.09732 0.82361 1.37225  0.204
H -3.62403 1.01218 -1.54291  -0.025
H -4.37440 1.73143 -0.20544  0.588
H -2.25845 2.85892 0.37064  0.432
H -2.71470 3.09759 -1.30873  -0.204
H 0.13823 1.34537 -2.81144  -0.207
H -1.20237 2.33080 -2.88585  0.020
H -1.36141 0.56741 -2.70328  -0.768
H -0.46847 3.96623 -0.99749  0.757
H 0.97646 3.00017 -1.01539  -0.751
H 0.13876 3.16115 0.48351  0.623
H 0.91922 0.75162 0.75939  -0.341
C 2.15590 -5.96983 -3.83124  -0.651
O 0.89819 -5.40305 -3.57393  -0.272
C -0.03043 -6.27306 -3.01580  -0.779
C -1.31944 -5.48918 -2.50645  0.663
C -1.23665 -5.01238 -1.03705  -1.308
N -2.43769 -6.36335 -2.68127  -0.822
H 2.44620 -6.72289 -3.09862  0.286
H 2.84944 -5.13428 -3.92587  0.130
H 2.15334 -6.39801 -4.83362  0.309
H -0.32994 -6.97299 -3.79585  0.298
H 0.39411 -6.84387 -2.18994  0.361
H -1.56969 -4.59615 -3.07916  0.314
H -0.46201 -4.26946 -0.84704  -0.054
H -0.86848 -5.77150 -0.34691  0.485
H -2.14119 -4.62580 -0.56751  0.469
H -3.27952 -6.06968 -2.20672  0.257
H -2.69309 -6.18422 -3.64188  0.299
C 5.66717 6.78348 3.23046  -0.798
O 4.78895 6.32024 2.31419  -0.320
C 4.63471 4.92804 2.14527  -0.986
C 3.45863 4.66588 1.13797  1.011
C 2.17052 5.29654 1.49462  -1.272
N 3.31199 3.21224 0.93705  -0.103
H 5.97320 7.80305 2.99603  0.245
H 6.57321 6.18585 3.13022  0.332
H 5.15381 6.81779 4.19138  0.280
H 5.56555 4.41829 1.89668  0.474
H 4.40079 4.45326 3.09813  0.397
H 3.76129 5.05920 0.16751  -0.108
H 1.44739 5.27750 0.67925  0.021
H 2.32872 6.31365 1.85317  0.507
H 1.70918 4.85075 2.37583  0.329
H 4.19088 2.77174 0.70550  0.260
H 2.79017 3.14043 0.07528  -0.363
C -2.65921 0.36099 -5.72001  -0.562
O -3.29798 1.63054 -5.64525  -0.407
C -3.92987 1.94098 -4.40385  0.695
C -4.74381 3.30581 -4.48005  0.229
C -3.82037 4.49189 -4.25125  -1.053
N -5.67979 3.40118 -3.35650  -0.717
H -1.93473 0.42353 -6.53199  0.286
H -3.34534 -0.45220 -5.95674  0.319
H -2.06316 0.14292 -4.83386  0.108
H -4.58750 1.11010 -4.14837  0.517
H -3.09910 1.98329 -3.69949  -0.886
H -5.28918 3.34332 -5.42307  0.401
H -3.00228 4.57845 -4.96634  0.214
H -3.39510 4.46779 -3.24792  0.072
H -4.35349 5.44104 -4.19646  0.456
H -5.13820 3.34901 -2.50558  0.177
H -6.30938 4.19084 -3.34448  0.267
C 5.00770 0.77440 5.72166  -0.813
O 3.69860 0.53683 5.15715  -0.343
C 3.26759 1.40734 4.09916  -0.675
C 2.27301 0.53820 3.25592  0.320
C 2.97374 -0.53962 2.43292  -1.218
N 1.59579 1.39878 2.30332  -0.347
H 5.25055 -0.09592 6.33130  0.258
H 5.01230 1.68867 6.31510  0.314
H 5.72389 0.94375 4.91761  0.334
H 2.77277 2.30374 4.47297  0.455
H 4.06702 1.80592 3.47454  0.227
H 1.53115 -0.00757 3.83889  0.534
H 2.32646 -1.18025 1.83398  -0.312
H 3.55952 -1.15536 3.11542  0.674
H 3.77617 -0.15545 1.80314  0.305
H 2.33087 1.79169 1.73291  -0.065
H 1.25732 2.22318 2.77861  0.345
C -9.20676 -0.72523 0.95661  -0.756
O -8.01455 0.09283 1.24292  -0.294
C -7.38567 -0.37761 2.38653  -0.935
C -6.12229 0.46169 2.69527  0.195
N -6.35802 1.44764 3.67824  -0.418
C -5.14421 2.10887 4.05240  0.015
C -5.44842 3.38777 4.73387  -0.833
O -6.19641 4.29994 3.91738  -0.277
C -6.77640 5.44770 4.43409  -0.804
H -9.62957 -0.36512 0.01870  0.245
H -9.94752 -0.60665 1.74737  0.298
H -8.91468 -1.76510 0.81005  0.316
H -6.97770 -1.36452 2.16827  0.407
H -8.13447 -0.39468 3.17843  0.369
H -5.84243 0.82299 1.70570  -0.118
H -5.24419 -0.14899 2.90522  0.344
H -6.94305 2.18410 3.31019  0.297
H -4.50421 2.23119 3.17859  -0.090
H -4.65092 1.39088 4.70757  0.348
H -4.47351 3.84187 4.91122  0.415
H -5.85262 3.15919 5.72001  0.402
H -7.31187 6.15068 3.79599  0.248
H -5.92895 6.02736 4.80005  0.320
H -7.42938 5.29527 5.29345  0.324
C 2.34635 -0.96760 -4.19889  -0.333
O 2.87648 -1.14428 -2.90034  -0.512
C 2.29689 -2.21317 -2.21303  1.147
C 2.86324 -2.23945 -0.75836  0.710
N 4.26704 -2.71764 -0.79619  -0.299
C 4.57357 -4.05283 -1.25344  -0.822
C 3.94197 -5.13482 -0.38417  0.097
O 4.47055 -6.39965 -0.73651  -0.469
C 3.99898 -7.41657 0.12844  -0.744
H 2.89594 -0.19002 -4.72935  0.275
H 1.33108 -0.61154 -4.02407  -0.047
H 2.30939 -1.82525 -4.87057  0.285
H 2.33408 -3.16897 -2.73568  -0.528
H 1.24640 -1.96027 -2.06946  0.075
H 2.32582 -2.72959 0.05346  -0.810
H 2.97897 -1.19043 -0.48585  -0.061
H 4.73860 -2.03179 -1.36830  0.372
H 5.63585 -4.11334 -1.01675  0.346
H 4.43333 -4.14225 -2.33067  0.275
H 2.85628 -5.08952 -0.46981  -0.024
H 4.18320 -5.02011 0.67259  0.474
H 4.09438 -8.42306 -0.27894  0.379
H 2.94822 -7.28735 0.38783  0.150
H 4.68510 -7.31294 0.96904  0.382

Forces on the atoms, in the same order (eV/Å):
0.48 -0.26 -0.18
-0.02 1.30 0.09
0.33 -0.88 0.59
-0.81 -0.24 -0.59
2.11 1.14 0.52
-0.07 -1.35 0.06
-0.24 0.05 0.40
0.88 -0.59 -0.19
-0.76 0.25 0.04
-1.11 -0.64 1.59
-0.16 -0.64 -0.42
-0.25 1.09 -0.23
-0.32 -0.41 -0.95
0.00 0.26 0.01
0.18 -0.02 0.00
0.11 0.78 -0.04
-0.46 -0.23 -0.21
0.43 -0.33 -0.25
-0.16 0.70 -0.02
-0.42 -0.37 -0.11
0.13 -0.02 0.00
0.07 0.59 0.05
0.10 0.34 0.25
-0.12 -0.13 -0.11
-0.19 0.28 -0.33
0.08 0.38 0.23
0.20 -0.56 -0.36
0.07 -0.59 0.17
-0.18 0.08 -0.29
0.16 0.10 0.16
1.35 -0.06 0.02
-0.02 1.42 -1.15
0.22 0.26 0.01
-0.21 -0.88 1.08
1.26 0.12 -0.38
-0.43 0.16 -0.02
-1.27 0.50 -1.93
0.80 -0.54 2.03
0.60 0.59 0.80
-5.41 -0.66 -0.35
3.19 -0.10 -0.17
-0.74 -0.31 -0.29
-0.42 -0.34 0.25
0.22 -0.19 0.30
0.14 0.02 0.28
-0.01 -0.24 -0.18
-0.39 -0.20 0.26
-0.03 0.33 0.14
0.00 -0.16 -0.19
0.50 -0.11 0.19
-0.07 0.28 -0.76
-0.19 0.39 0.17
0.42 -0.53 -0.33
0.15 -0.04 -0.09
-0.15 0.36 -0.28
-0.11 -0.25 0.23
-0.49 0.08 0.45
0.14 0.14 -0.13
-0.09 0.21 0.17
0.99 -0.20 -0.28
-0.51 1.25 -1.07
-0.97 0.73 -0.86
0.47 -0.32 -0.58
1.40 -0.15 0.07
0.23 1.50 -1.74
-1.12 -0.25 0.86
1.63 -0.58 0.62
0.08 0.53 -1.85
-0.12 -0.73 -0.15
-2.45 0.91 0.97
1.31 -0.74 -1.10
0.20 -0.09 0.20
0.34 -0.60 0.20
-0.26 -0.20 0.18
-0.05 0.06 0.22
-0.46 0.39 0.14
0.24 -0.06 0.45
-0.07 0.02 0.61
-0.18 -0.84 0.86
0.03 -0.93 -0.08
-0.12 0.01 0.25
-0.23 0.13 0.21
0.32 0.15 -0.16
0.60 -0.10 0.91
-0.38 -0.01 -0.47
-0.47 0.14 0.43
-0.11 0.10 0.14
-0.07 -0.50 -0.30
-0.39 0.01 0.10
0.96 0.00 1.03
-0.11 0.38 -0.90
0.20 1.00 0.61
-1.42 0.79 0.02
0.82 0.69 1.29
1.27 -0.41 0.50
-1.07 -1.05 -0.76
0.20 0.17 0.16
0.26 -0.15 0.51
-0.04 -0.56 -0.11
-0.38 -0.32 0.04
0.05 -0.09 0.26
1.05 0.31 -0.40
-0.03 0.45 -0.61
-0.30 -0.74 -0.18
-0.30 -0.01 -0.56
0.15 0.21 0.63
-0.25 -0.75 -0.44
1.04 0.28 0.70
-1.96 -0.46 -2.71
-1.14 0.09 0.41
2.37 -0.44 -0.28
-0.81 0.65 1.22
-0.04 0.30 -0.09
-0.24 0.11 -0.21
0.34 -0.13 0.96
0.67 -0.32 0.62
0.30 0.19 -0.79
-0.51 0.00 0.46
0.32 0.52 0.15
0.07 0.05 -0.01
0.09 0.25 -0.56
-0.07 -0.56 -0.03
0.45 0.12 0.04
-0.37 -0.36 -0.18
0.25 0.73 -0.14
-0.19 0.31 -0.54
-0.23 0.17 -0.62
0.85 -0.04 1.12
0.77 0.53 -0.63
-0.50 -1.81 -0.01
-0.12 0.07 -0.15
-0.23 -0.04 0.26
-0.21 -0.10 0.33
-0.33 0.08 0.27
-0.36 0.30 0.62
0.12 0.00 -0.01
0.08 0.04 -0.11
0.28 -0.57 0.09
-0.30 0.01 -0.57
-0.30 0.22 0.25
0.35 0.07 -0.20
-1.15 0.38 -0.76
0.84 0.54 0.01
-0.72 -1.81 0.47
0.50 0.18 -0.86
1.20 -0.25 0.81
-0.40 0.09 0.05
0.07 0.16 -0.12
-0.08 0.01 0.33
0.25 -0.34 -0.07
-0.34 0.03 0.39
0.44 -0.44 -0.19
0.07 0.42 0.63
-0.19 0.26 0.17
-0.26 -0.39 0.17
-0.22 0.46 -0.43
0.15 0.31 -0.23
-0.45 0.17 0.14
1.33 1.18 -0.21
-1.85 -0.32 -1.29
1.35 -0.36 0.30
-1.14 -1.06 -1.33
-0.55 0.75 0.35
-0.24 -0.92 -0.56
0.99 1.61 0.75
-0.81 -1.96 -1.57
1.25 0.96 2.06
0.11 0.13 0.10
0.04 -0.15 0.14
-0.02 -0.13 0.24
-0.40 -0.64 0.22
0.39 -0.16 0.57
0.07 0.72 -0.38
-0.24 -0.33 0.78
-0.49 -0.12 -0.25
0.33 0.42 -0.22
0.52 0.46 0.40
0.20 0.37 0.31
-0.74 0.33 -0.02
0.09 -0.92 -0.99
0.00 0.61 0.43
-0.15 -0.46 0.13
-0.55 0.75 0.40
1.48 -0.36 -0.72
-1.68 0.18 2.02
1.87 0.04 -1.67
-0.78 0.89 1.04
0.89 0.26 0.91
0.14 -0.06 -0.17
-0.72 -0.27 -1.46
0.71 0.43 0.24
0.16 0.06 0.31
-0.41 0.05 -0.51
0.18 -0.53 0.39
0.31 -0.09 -0.11
-0.57 -0.17 -0.28
-0.46 -0.25 -0.55
-0.42 0.05 0.14
0.36 -0.19 -0.04
0.27 -0.38 -0.58
-0.26 -0.69 -0.10
-0.37 -0.33 -0.11
0.00 0.75 0.21
0.28 0.23 -0.44
-0.05 0.20 0.26
-0.56 -0.53 0.79

2.
Formula: C4H9N2O
Source: OMol25
Level of theory: ωB97M-V with the def2-TZVPD basis set

Output
Charge   +1
Kohn-Sham gap   9.937 eV
Relative energy (zero: lowest compared OMol25 entry of this formula, charge and spin)   2.619 eV

Last column: natural (NBO) charge in e.
Atoms and positions in Å:
C -2.51995 1.24098 0.06143  0.938
C 0.60548 -0.77989 -0.63735  -0.189
C -0.43869 0.00091 -0.85752  -0.018
C 1.49049 -1.06406 -1.87631  -0.637
N -1.39003 0.70824 0.08585  -0.709
N 0.09914 0.51101 2.22769  -0.888
O -3.50287 1.78845 0.13594  -0.380
H 1.02917 -1.08888 0.32484  0.197
H -0.66172 0.30310 -1.86429  0.220
H 1.84347 -2.06409 -1.96077  0.238
H 2.46555 -0.61730 -1.91192  0.243
H 0.84363 -0.90543 -2.76920  0.226
H 0.93454 1.02954 2.27228  0.439
H 0.20702 -0.53016 2.44851  0.445
H -0.58835 0.63141 1.36313  0.458
H -0.41687 0.83619 2.95772  0.418

Forces on the atoms, in the same order (eV/Å):
4.17 -2.11 -0.87
1.53 0.37 -0.29
-2.06 1.47 0.18
-1.75 -0.38 -0.07
0.08 -0.80 -0.11
-0.39 -3.60 -1.14
-2.12 1.05 0.23
-0.54 0.04 -0.27
-0.05 -0.02 -0.26
-0.45 -1.41 0.34
0.07 1.40 0.13
0.97 0.24 0.42
1.63 0.48 -0.58
0.32 1.79 -0.60
0.69 0.17 -0.10
-2.11 1.31 3.00

3.
Formula: C5H10NS
Source: OMol25
Level of theory: ωB97M-V with the def2-TZVPD basis set

Output
Charge   +1
Kohn-Sham gap   8.561 eV
Relative energy (zero: lowest compared OMol25 entry of this formula, charge and spin)   3.754 eV

Last column: natural (NBO) charge in e.
Atoms and positions in Å:
C 1.13033 0.88285 2.46547  -0.481
C 1.78535 2.20677 2.07520  -0.486
C -1.35206 -2.21997 -2.42482  -0.437
C -1.14294 -1.17519 -1.40732  -0.446
C 1.07908 1.38130 1.10019  0.346
N 0.71130 1.11912 -0.06734  -0.682
S -1.57792 -0.51481 -3.04786  0.554
H 1.77049 0.03948 2.67256  0.239
H 0.23688 0.90804 3.07072  0.239
H 1.32810 3.12489 2.41100  0.244
H 2.86409 2.25531 2.02897  0.244
H -0.48903 -2.71801 -2.84687  0.275
H -2.24618 -2.82917 -2.40052  0.273
H -1.88570 -1.01682 -0.63588  0.274
H -0.14314 -0.89209 -1.08173  0.314
H -2.91800 -0.43504 -2.86226  0.179
H 0.97440 1.83317 -0.74976  0.350

Forces on the atoms, in the same order (eV/Å):
-0.24 -0.41 0.09
0.21 0.45 -0.18
0.07 -0.26 0.49
0.15 -0.48 0.49
0.26 0.07 0.23
-0.37 -0.33 -0.69
-0.22 0.29 -0.25
0.15 -0.09 0.02
-0.12 0.11 0.06
-0.14 0.07 0.06
0.09 -0.07 -0.03
0.06 0.19 -0.15
-0.09 0.16 -0.04
-0.14 0.05 -0.17
-0.04 0.17 -0.23
0.24 -0.05 -0.03
0.13 0.12 0.33

4.
Formula: C4H5NOS2
Source: OMol25
Level of theory: ωB97M-V with the def2-TZVPD basis set

Output
Kohn-Sham gap   9.848 eV
SMILES   N#CC1(O)[C@H](S)[C@H]1S
Relative energy (zero: lowest compared OMol25 entry of this formula, charge and spin)   1.879 eV

Last column: natural (NBO) charge in e.
Atoms and positions in Å:
N 2.04320 2.12185 -0.99565  -0.286
C 1.17599 1.50792 -0.52400  0.262
C 0.07343 0.77187 0.03809  0.132
O -0.55128 1.52866 1.04814  -0.673
C 0.30763 -0.71167 0.30702  -0.379
S 1.71493 -1.69000 -0.13971  0.023
C -0.60388 -0.26893 -0.75952  -0.358
S -2.40356 -0.35689 -0.57095  0.010
H -1.54142 1.34860 1.04303  0.494
H -0.13466 -0.98729 1.23289  0.237
H 2.51981 -1.28336 0.91534  0.149
H -0.23337 -0.53297 -1.74723  0.261
H -2.36684 -1.44778 0.15257  0.130

Forces on the atoms, in the same order (eV/Å):
-1.27 -1.03 0.79
1.37 1.29 -1.19
1.14 0.70 1.06
-1.43 -0.78 -0.58
0.18 -0.06 0.64
0.80 0.46 0.70
-1.41 -0.57 -0.92
0.42 0.48 -0.50
1.58 0.13 -0.23
-0.42 -0.20 0.66
-0.61 -0.31 -0.87
-0.17 0.60 -0.03
-0.17 -0.71 0.48

- Number 4 is which compound?
  C4H5NOS2

- What is the relative energy (zero: lowest compared OMol25 entry of this formula, charge and spin) in the first record?
  3.366 eV

- The highest relative energy (zero: lowest compared OMol25 entry of this formula, charge and spin) belongs to which entry?
  C5H10NS